The following is a DFT calculation (the ωB97M-V functional and the def2-TZVPD basis) of a cluster of 34 separate species, C10H78FIN2O36P in total in a non-equilibrium geometry.

Geometry (Å):
C1 -3.74825 -0.73219 -3.97405
C2 -2.36791 -0.75501 -3.39072
C3 -2.15543 -0.99390 -2.05452
C4 -0.90264 -0.97714 -1.48052
C5 0.19338 -0.69012 -2.27150
C6 1.60487 -0.56303 -1.75642
N1 1.88956 0.87144 -1.45937
P1 3.26992 1.35773 -2.45163
N2 4.02275 2.65552 -1.65594
O1 2.51078 2.03864 -3.75610
C7 2.03423 1.11517 -0.06850
F1 2.01929 2.46453 0.14319
I1 3.85965 0.26160 0.84061
C8 0.85167 0.52854 0.77886
O2 1.05525 -0.55060 1.36696
O3 -0.17370 1.20782 0.82324
C9 -0.01321 -0.47108 -3.61841
C10 -1.26606 -0.49510 -4.18787
H1 -4.34488 -0.01143 -3.43101
H2 -3.69171 -0.41789 -5.00840
H3 -4.21435 -1.71266 -3.97199
H4 -3.02277 -1.17498 -1.44119
H5 -0.78189 -1.13878 -0.42343
H6 2.25999 -0.85633 -2.57115
H7 1.83297 -1.21857 -0.92281
H8 4.67138 3.08193 -2.30299
H9 3.39316 3.40363 -1.37478
H10 2.19093 2.90658 -3.47584
H11 0.83004 -0.25488 -4.25505
H12 -1.35829 -0.29943 -5.24151
O4 -2.69310 -1.32787 -7.23937
H13 -2.89211 -0.74215 -7.98294
H14 -1.90128 -1.79488 -7.52031
O5 4.90824 -2.81895 -0.08679
H15 5.81849 -3.01672 0.15271
H16 4.43109 -2.81987 0.74916
O6 -5.79719 -1.74948 -6.49694
H17 -4.89930 -1.44997 -6.70874
H18 -6.17099 -1.01535 -6.00031
O7 -3.27416 1.30728 0.08164
H19 -2.36501 1.01094 0.17526
H20 -3.61510 1.30507 0.97990
O8 6.05392 1.27228 -3.92092
H21 5.89764 1.03011 -4.83909
H22 6.12854 0.42741 -3.46341
O9 -6.11281 1.63519 -4.12512
H23 -6.09977 2.46378 -3.64013
H24 -6.97925 1.27476 -3.92755
O10 1.17355 0.73211 4.03010
H25 1.07139 0.46052 3.10284
H26 1.20396 -0.10256 4.51199
O11 -2.05524 3.62379 1.59276
H27 -2.21539 4.22596 0.86179
H28 -1.34945 3.04479 1.26632
O12 -5.88830 -4.51408 -7.30245
H29 -5.86743 -3.66402 -6.83335
H30 -6.75890 -4.87088 -7.11046
O13 -0.45990 -3.77488 -3.29848
H31 0.00194 -4.04175 -2.49862
H32 -0.74718 -2.87115 -3.10577
O14 2.02556 -2.02194 5.02155
H33 1.91642 -2.30026 4.10343
H34 2.03379 -2.85002 5.51492
O15 0.50697 -4.50491 5.20071
H35 -0.35094 -4.14751 5.48681
H36 0.84225 -4.96595 5.97761
O16 -2.76387 1.32821 -7.73832
H37 -2.27484 1.03636 -6.95938
H38 -3.05432 2.22040 -7.52727
O17 2.58081 2.18649 6.51142
H39 2.07401 1.76853 5.80538
H40 2.42279 3.12765 6.37807
O18 0.93348 -5.78439 8.21966
H41 0.56528 -5.18006 8.87908
H42 1.07446 -6.60575 8.69899
O19 -0.02123 4.45543 6.48883
H43 -0.10974 4.18156 5.56995
H44 0.06126 3.62459 6.97399
O20 1.79204 -7.59061 5.83401
H45 1.32469 -6.86508 6.26253
H46 2.53766 -7.16648 5.39887
O21 -3.00207 -1.01063 -10.06625
H47 -3.63163 -1.39315 -10.68373
H48 -3.06532 -0.05519 -10.21598
O22 0.78267 0.05998 7.61838
H49 1.33084 -0.24802 6.88548
H50 1.25251 0.84203 7.93776
O23 -1.47031 1.48857 5.25863
H51 -1.30342 1.57473 4.31251
H52 -0.86347 0.79166 5.53429
O24 -1.35582 -2.16080 6.67302
H53 -0.49032 -1.76163 6.51791
H54 -1.85689 -1.47665 7.12830
O25 1.09702 5.22707 0.15284
H55 1.32577 5.47080 1.05390
H56 1.28332 4.28104 0.11192
O26 7.02921 4.23001 -4.56082
H57 6.87697 3.97744 -5.47815
H58 7.11620 3.38215 -4.09881
O27 -1.34304 -2.33224 2.84615
H59 -1.82052 -1.63650 3.30614
H60 -0.61760 -1.86600 2.40707
O28 -2.78195 1.81800 -11.03333
H61 -2.34074 1.45456 -11.80834
H62 -2.19202 2.51143 -10.72295
O29 5.62528 -0.13235 3.65092
H63 5.51922 0.71263 4.09857
H64 4.74507 -0.52313 3.68797
O30 0.87050 3.41870 9.05373
H65 1.31409 3.18032 9.87249
H66 0.46970 4.27629 9.22939
O31 9.41718 5.32499 -6.26397
H67 8.70138 5.09652 -5.65687
H68 9.67682 4.48893 -6.66042
O32 -1.20189 -5.27679 10.12721
H69 -1.01893 -5.85981 10.87079
H70 -1.77482 -5.79496 9.55138
O33 3.53898 4.52241 -4.03078
H71 3.27907 5.10875 -4.74798
H72 4.39802 4.17981 -4.30389
O34 -1.28062 -6.81551 4.04446
H73 -0.89172 -6.01604 4.42222
H74 -0.61954 -7.49225 4.22234
O35 -3.21764 2.51407 7.61516
H75 -2.71041 2.15784 6.87388
H76 -2.68307 3.25148 7.92128
O36 -8.16771 3.38513 -3.61310
H77 -8.82986 3.02214 -4.20940
H78 -8.23065 4.33651 -3.74308

Computed properties:
- E_tot: -3985.06181 hartree
- HOMO energy: -5.9 eV
- Net charge: -1

These are the Löwdin partial charges, in e, on atoms 1 to 6: -0.04 -0.26 -0.05 -0.03 -0.21 -0.19